{
  "formula": "C12H10OS",
  "method": "ωB97M-V/def2-TZVPD",
  "e_lumo_ev": -0.322,
  "relative_energy_ev": 2.399,
  "total_charge": 0,
  "e_tot_ha": -936.5294,
  "symbols": ["C", "C", "C", "C", "C", "C", "C", "C", "C", "C", "C", "C", "O", "S", "H", "H", "H", "H", "H", "H", "H", "H", "H", "H"],
  "coordinates": [[-2.087861, 0.147002, -2.302560], [-3.010141, 0.758959, -1.552842], [-0.789451, -0.180309, -1.790492], [-2.712660, 1.126511, -0.238668], [-0.501295, 0.210411, -0.499306], [-1.477513, 0.999420, 0.253076], [0.652432, -0.024414, 0.375411], [-0.975005, 1.043659, 1.604775], [0.532282, 0.450918, 1.589959], [2.087381, -1.652086, -0.166991], [1.211139, 0.338848, 2.883306], [3.012986, -1.257582, -1.186023], [-1.491224, 1.306957, 2.634655], [1.711145, -2.930623, 0.704154], [-2.070703, 0.074855, -3.375122], [-3.950872, 1.007247, -2.033564], [-0.118924, -0.709982, -2.466505], [-3.418521, 1.668758, 0.425959], [2.212966, 0.029673, 2.662800], [0.529114, -0.288877, 3.576544], [1.024182, 1.301506, 3.416956], [3.131888, -0.115466, -1.137017], [2.520599, -1.514481, -2.215413], [3.978054, -1.790902, -1.163092]],
  "atomic_forces_ev_per_a": [[3.31, -0.34, -0.67], [-1.55, 0.62, -0.09], [-0.70, 0.32, 0.58], [-1.88, 1.77, 0.94], [-0.59, 0.85, -0.12], [1.76, -2.79, -1.78], [2.82, -2.84, -1.71], [3.18, -0.47, 0.44], [-2.81, 0.62, -0.08], [-3.57, 1.47, 2.58], [-2.37, 0.39, 1.06], [0.27, 1.49, -2.43], [-1.32, 0.70, 1.33], [0.64, 0.45, -0.67], [-1.11, -0.38, -0.32], [-0.07, 0.09, 0.39], [0.12, 0.10, 0.48], [0.08, -0.57, -0.74], [0.61, -0.22, 0.93], [1.57, 0.12, -1.19], [1.08, -0.32, -0.46], [0.10, -1.80, -0.29], [0.79, 0.56, 1.68], [-0.36, 0.20, 0.14]]
}